[1]
The following is a DFT calculation (wB97M-V/def2-TZVPD) of a cluster of 5 separate species, H11NO4 in total in a non-equilibrium geometry.

The geometry in XYZ format:
```
16
Properties=species:S:1:pos:R:3:forces:R:3
N -1.661 2.518 -0.202 0.436 -2.829 -1.176
H -1.814 2.839 -1.114 -0.053 0.476 -1.900
H -2.482 1.973 -0.015 -0.395 -0.061 0.713
H -1.604 3.321 0.313 0.085 2.119 2.215
H 0.729 -2.252 0.448 0.385 -0.710 0.017
H -0.052 -1.033 0.299 0.054 0.387 0.337
O 0.339 -1.579 0.999 -0.371 0.079 -0.257
H 0.390 -2.172 -2.941 -1.937 0.047 1.667
H -0.332 -1.313 -1.871 0.171 1.217 0.388
O -0.382 -2.167 -2.274 1.848 -1.126 -2.067
H 1.217 0.913 -0.943 -3.264 -1.279 0.610
H -0.443 1.278 -0.501 2.472 -2.003 -0.789
O 0.276 0.470 -0.793 0.497 3.650 0.035
H 1.163 -0.056 1.744 0.102 0.167 0.853
H 2.151 1.016 2.287 -0.586 -0.365 0.224
O 1.355 0.508 2.532 0.556 0.231 -0.872
```
Positions in Å, forces in eV/Å.

Calculated values
Orbital gap ... 0.3960 hartree
Spin multiplicity ... 1
Strongest force on any atom ... 3.68 eV/A
ΔE to the lowest compared entry with this formula, charge and spin ... 1.355 eV
SMILES ... N.O.O.O.O

=====

[2]
The following is a DFT calculation (wB97M-V/def2-TZVPD) of an isolated molecule of C2H6FN3 in a non-equilibrium geometry.

The geometry in XYZ format:
```
12
Properties=species:S:1:pos:R:3:forces:R:3
C -0.434 0.021 -0.578 -0.749 0.343 -0.736
C 0.427 1.135 -0.003 -0.848 -0.136 -0.484
H -0.042 -0.935 1.865 0.371 -0.351 -0.375
H 1.415 -1.338 1.129 0.246 0.071 0.098
H -0.774 -1.957 -0.448 0.361 0.357 0.203
H -1.371 1.160 -1.735 -0.070 0.446 -0.143
H 0.268 1.217 1.066 -0.001 0.274 0.168
H 1.455 0.903 -0.205 0.708 0.040 -0.057
N 0.421 -1.485 1.130 -0.458 0.232 0.645
N -0.116 -1.244 -0.130 -0.614 -0.313 -0.621
N -1.348 0.192 -1.464 0.891 -0.692 0.946
F 0.099 2.332 -0.627 0.163 -0.271 0.355
```
Positions in Å, forces in eV/Å.

Calculated values
Orbital gap ... 0.3724 hartree
Spin multiplicity ... 1
Strongest force on any atom ... 1.47 eV/A
ΔE to the lowest compared entry with this formula, charge and spin ... 0.169 eV
SMILES ... [H]/N=C(\CF)NN

=====

[3]
The following is a DFT calculation (wB97M-V/def2-TZVPD) of a structure of composition C55H65KN3O2SbSi3.

The geometry in XYZ format:
```
130
Properties=species:S:1:pos:R:3:forces:R:3
K 0.636 0.417 -0.002 -0.506 -0.338 0.144
O 1.139 0.071 2.385 0.199 -0.058 0.079
C 2.123 0.446 3.203 -0.087 0.118 0.242
C 3.280 1.162 2.415 -0.151 -0.090 0.074
C 3.850 0.343 1.290 -0.029 0.147 -0.073
C 4.927 -0.509 1.505 0.018 -0.041 0.027
C 5.466 -1.193 0.428 -0.041 0.039 0.031
C 4.915 -1.006 -0.823 0.051 0.001 0.044
C 3.811 -0.160 -0.968 0.050 -0.099 0.001
C 3.200 -0.095 -2.353 -0.161 0.022 -0.033
C 2.276 1.075 -2.837 -0.049 0.186 0.024
O 1.066 1.106 -2.245 0.394 0.165 -0.391
C 2.129 0.782 -4.362 0.072 0.017 -0.043
C 3.104 1.086 -5.311 -0.043 -0.011 0.030
C 2.920 0.765 -6.649 -0.025 -0.018 -0.049
C 1.756 0.124 -7.058 0.045 0.013 0.004
C 0.783 -0.188 -6.116 0.010 0.009 -0.011
C 0.967 0.144 -4.780 -0.018 -0.030 -0.004
C 2.976 2.447 -2.701 0.044 -0.041 -0.065
C 4.299 2.652 -2.328 -0.049 -0.046 -0.027
C 4.824 3.938 -2.217 0.017 0.041 -0.002
C 4.037 5.043 -2.493 -0.004 -0.009 0.011
C 2.714 4.851 -2.885 0.000 0.001 -0.004
C 2.198 3.571 -2.983 0.005 -0.004 0.008
N 3.303 0.501 0.073 0.272 0.026 -0.062
C 1.584 1.450 4.274 0.032 -0.018 -0.017
C 2.364 2.297 5.058 0.016 0.025 0.035
C 1.781 3.158 5.982 -0.024 0.015 0.012
C 0.403 3.180 6.146 0.005 -0.024 -0.015
C -0.385 2.335 5.373 0.036 0.049 0.043
C 0.203 1.485 4.447 -0.058 0.022 -0.004
C 2.686 -0.749 4.026 0.053 -0.030 -0.010
C 1.952 -1.929 4.017 -0.019 -0.029 -0.058
C 2.366 -3.041 4.736 0.027 -0.003 0.025
C 3.532 -2.994 5.490 -0.018 0.011 -0.022
C 4.272 -1.818 5.516 0.012 -0.026 0.011
C 3.850 -0.710 4.793 -0.014 0.003 0.037
H 4.087 1.460 3.089 0.072 0.042 -0.055
H 2.829 2.063 1.995 0.048 0.021 -0.020
H 5.326 -0.633 2.502 0.006 0.011 0.016
H 6.308 -1.862 0.567 0.003 -0.003 0.000
H 5.315 -1.521 -1.688 -0.025 0.007 -0.016
H 2.574 -0.990 -2.468 -0.021 0.035 -0.009
H 4.024 -0.219 -3.064 0.031 -0.042 0.015
H 4.011 1.594 -5.000 0.005 -0.002 -0.004
H 3.683 1.017 -7.378 0.006 0.007 0.009
H 1.611 -0.129 -8.102 -0.004 -0.001 0.000
H -0.124 -0.694 -6.428 -0.010 0.011 0.029
H 0.229 -0.084 -4.020 -0.016 -0.020 -0.011
H 4.935 1.804 -2.105 0.019 0.013 0.010
H 5.854 4.076 -1.906 0.002 -0.030 0.003
H 4.445 6.043 -2.400 -0.006 0.005 -0.006
H 2.087 5.706 -3.111 -0.002 -0.001 0.004
H 1.170 3.395 -3.275 -0.014 0.016 0.008
H 3.443 2.306 4.960 -0.005 -0.026 -0.031
H 2.405 3.818 6.575 0.020 -0.008 -0.011
H -0.051 3.854 6.864 -0.008 -0.003 0.000
H -1.463 2.348 5.484 -0.006 -0.017 -0.017
H -0.387 0.842 3.802 0.024 -0.028 -0.019
H 1.056 -1.942 3.407 -0.003 0.023 0.026
H 1.780 -3.952 4.699 -0.004 0.001 0.002
H 3.863 -3.863 6.047 0.008 0.002 0.006
H 5.184 -1.765 6.101 -0.001 0.005 -0.004
H 4.447 0.193 4.840 -0.012 0.021 -0.017
C -4.105 -2.659 1.267 0.080 0.059 -0.015
Sb -2.249 -1.496 1.002 -0.199 0.078 -0.275
C -1.200 -2.395 -0.566 -0.057 0.101 0.344
C -1.714 -2.771 -1.860 -0.035 0.094 -0.114
C -3.019 -3.293 -2.060 0.082 0.026 -0.009
C -3.464 -3.630 -3.316 0.035 -0.046 -0.105
C -2.613 -3.466 -4.410 -0.079 -0.031 0.082
C -1.338 -2.994 -4.139 0.038 -0.035 -0.023
N -0.890 -2.658 -2.936 0.000 -0.040 -0.016
Si 0.199 -3.431 0.032 0.036 -0.124 0.153
C 1.810 -2.676 0.657 -0.121 0.044 -0.119
C -0.389 -4.475 1.520 -0.028 0.028 -0.014
C 0.706 -4.701 -1.271 -0.032 -0.001 -0.098
C -3.356 0.422 0.199 0.194 -0.213 0.059
C -2.284 1.494 0.165 -0.048 0.087 -0.068
C -1.861 2.158 -0.998 -0.033 -0.109 0.131
C -0.900 3.147 -0.931 0.006 -0.036 0.056
C -0.363 3.488 0.300 0.010 -0.034 -0.053
C -0.824 2.795 1.407 -0.053 -0.010 0.083
N -1.748 1.838 1.352 0.017 -0.043 -0.051
Si -4.293 0.256 -1.435 -0.005 0.050 -0.173
C -5.233 1.868 -1.796 0.048 0.028 0.052
C -3.188 -0.091 -2.932 0.020 0.060 0.118
C -5.682 -1.019 -1.511 0.015 -0.014 0.070
Si -4.467 0.938 1.652 -0.009 0.185 0.220
C -4.642 2.819 1.705 -0.029 -0.012 -0.025
C -6.253 0.326 1.517 0.015 -0.072 -0.096
C -3.902 0.400 3.367 0.016 -0.077 -0.107
H -3.794 -3.705 1.272 -0.011 -0.004 -0.003
H -4.866 -2.510 0.505 0.024 -0.016 0.035
H -4.521 -2.412 2.246 -0.050 -0.028 -0.015
H -3.635 -3.460 -1.191 -0.102 -0.001 0.074
H -4.464 -4.030 -3.455 -0.009 0.007 0.029
H -2.921 -3.710 -5.418 0.022 0.015 -0.014
H -0.623 -2.870 -4.951 -0.006 -0.001 0.008
H 1.658 -1.754 1.223 0.023 0.041 0.029
H 2.507 -2.479 -0.164 -0.010 0.021 0.003
H 2.283 -3.386 1.344 0.064 -0.018 -0.065
H -0.631 -3.831 2.372 0.009 -0.026 0.011
H 0.380 -5.184 1.844 0.018 0.006 0.009
H -1.292 -5.037 1.260 0.006 0.002 0.005
H 1.137 -4.198 -2.138 -0.005 -0.019 -0.010
H -0.150 -5.285 -1.620 0.000 0.004 -0.010
H 1.450 -5.392 -0.861 -0.009 0.031 0.066
H -2.246 1.887 -1.962 -0.076 -0.086 -0.172
H -0.556 3.618 -1.841 0.024 0.000 0.010
H 0.416 4.233 0.390 -0.005 0.003 0.039
H -0.420 3.005 2.392 -0.010 -0.026 0.007
H -4.588 2.744 -1.708 0.006 0.059 -0.015
H -6.081 2.004 -1.118 0.052 -0.006 -0.020
H -5.625 1.838 -2.817 0.004 -0.011 -0.009
H -3.207 0.746 -3.637 -0.013 0.030 0.019
H -3.526 -0.983 -3.464 0.010 0.065 0.039
H -2.147 -0.258 -2.646 -0.015 -0.007 -0.027
H -6.470 -0.864 -0.774 0.046 -0.014 -0.055
H -5.316 -2.038 -1.430 0.003 -0.093 -0.029
H -6.128 -0.918 -2.506 0.018 0.035 -0.022
H -5.016 3.214 0.756 -0.002 -0.004 -0.005
H -3.690 3.302 1.922 -0.047 0.008 0.018
H -5.355 3.095 2.488 -0.019 -0.010 0.001
H -6.786 0.817 0.699 -0.014 -0.049 0.034
H -6.769 0.576 2.449 0.025 0.027 0.028
H -6.321 -0.753 1.374 -0.014 0.011 0.049
H -2.875 0.720 3.536 0.034 0.006 0.029
H -3.942 -0.684 3.491 0.004 0.032 0.056
H -4.550 0.849 4.125 -0.027 0.032 -0.037
```
Positions in Å, forces in eV/Å.

Calculated values
Orbital gap ... 0.2060 hartree
Spin multiplicity ... 1
Strongest force on any atom ... 0.63 eV/A
ΔE to the lowest compared entry with this formula, charge and spin ... 0.906 eV
Net charge ... -2

=====

Q: What is the orbital gap in the second record?
A: 0.3724 hartree

=====

Q: What is the formula in the second record?
A: C2H6FN3

=====

Q: Which of these has the highest ΔE to the lowest compared entry with this formula, charge and spin?
A: H11NO4